# 1
DFT (the ωB97M-V functional and the def2-TZVPD basis) results for a structure of composition Br2CdN2O6.

LUMO level in eV: -0.9
Orbital gap in eV: 2.46
Charge: -2
Electronic energy in eV: -159904.71377

Atoms and positions in Å:
Cd -0.10 1.63 -1.74
Br -4.39 1.55 0.40
Br 1.37 4.37 -4.57
O -1.16 -4.46 -0.80
O 0.80 3.01 2.56
O 1.71 1.32 1.79
O 0.49 1.22 3.70
O -0.49 -2.89 -2.06
O 1.01 -3.86 -0.84
N -0.24 -3.73 -1.11
N 1.00 1.84 2.67

Atom charges from the natural (NBO) analysis, given in e for atoms 1 to 5: 0.841 -0.571 -0.700 -0.457 -0.455

=====

# 2
DFT (the ωB97M-V functional and the def2-TZVPD basis) results for the molecule Br2FP.

SMILES: FP(Br)Br
LUMO level in eV: 0.0
Orbital gap in eV: 10.30
ΔE to the lowest compared entry with this formula, charge and spin in kcal/mol: 0.25
Electronic energy in eV: -152093.23938

Atoms and positions in Å:
Br 0.57 1.10 -1.48
Br 1.07 -1.42 0.78
P -0.10 0.48 0.55
F -1.54 -0.15 0.16

For each atom in turn, the natural (NBO) charge in e is: -0.223 -0.231 1.037 -0.583

=====

# 3
DFT (the ωB97M-V functional and the def2-TZVPD basis) results for a cluster of 2 separate species, Br2FP in total.

LUMO level (alpha / beta) in eV: -1.5 / -3.6
Orbital gap (alpha / beta) in eV: 9.75 / 5.15
ΔE to the lowest compared entry with this formula, charge and spin in kcal/mol: 68.93
Electronic energy in eV: -152090.26116

Atoms and positions in Å:
Br 1.31 0.53 -0.43
Br -1.59 -0.53 -3.20
P 0.42 0.75 1.61
F -0.14 -0.75 2.03

For each atom in turn, the natural (NBO) charge in e is: -0.253 -0.008 0.846 -0.585

=====

# 4
DFT (the ωB97M-V functional and the def2-TZVPD basis) results for a structure of composition Br2H2N2O2S.

LUMO level (alpha / beta) in eV: -1.7 / -1.7
Orbital gap (alpha / beta) in eV: 7.14 / 7.13
ΔE to the lowest compared entry with this formula, charge and spin in kcal/mol: 60.29
Electronic energy in eV: -158022.81905

Atoms and positions in Å:
Br -0.34 -1.01 1.67
Br -0.03 -2.76 -0.79
S -0.05 1.14 0.44
O 0.91 1.75 1.32
O -1.36 1.68 0.23
N -1.21 -2.09 0.61
N 0.73 0.70 -0.98
H 0.05 0.69 -1.70
H 1.29 -0.10 -0.81

Atom charges from the natural (NBO) analysis, given in e for atoms 1 to 5: 0.553 0.060 2.058 -0.879 -0.855